No. 1
ORCA calculation (ωB97M-V/def2-TZVPD) on 4 unconnected molecules or ions with the total composition CH5NOSi at a distorted geometry.

Electronic energy ... -460.4654 hartree
LUMO energy ... -0.407 eV
Energy above the lowest of the compared OMol25 structures with the same formula, charge and spin ... 253.84 kJ/mol

Each line ends with the Löwdin charge.
CARTESIAN COORDINATES (ANGSTROEM)
Si (1.03373, 0.95893, -0.69704)  0.55
O (-0.27435, 1.13021, 0.03806)  -0.50
N (-1.80614, -0.65315, -1.12747)  0.05
C (-2.12800, -0.83973, -0.03966)  -0.09
H (1.96485, 1.88096, -1.39937)  -0.08
H (-2.43858, -1.02106, 0.96372)  0.06
H (1.08628, -0.06794, 1.39783)  -0.02
H (1.30863, -0.50999, -0.94849)  -0.05
H (1.25357, -0.87822, 1.81242)  0.08

---

No. 2
ORCA calculation (ωB97M-V/def2-TZVPD) on a molecular structure, C3H3IO at a distorted geometry.

Electronic energy ... -488.8834 hartree
LUMO energy ... -0.966 eV
Energy above the lowest of the compared OMol25 structures with the same formula, charge and spin ... 285.12 kJ/mol

Each line ends with the Löwdin charge.
CARTESIAN COORDINATES (ANGSTROEM)
I (-3.29989, -0.67023, -0.00153)  0.95
O (-2.37080, 1.04236, -0.01013)  -0.76
C (1.46225, -0.29013, -0.04858)  -0.10
C (0.08958, 0.21443, 0.00386)  -0.17
C (-0.92640, 0.82477, 0.16419)  -0.21
H (1.24898, -1.35952, -0.37054)  0.11
H (1.82296, -0.29297, 0.95981)  0.06
H (1.97332, 0.53130, -0.69709)  0.12

---

No. 3
ORCA calculation (ωB97M-V/def2-TZVPD) on C8H14O2Si in the gas phase at a distorted geometry.

Electronic energy ... -753.1857 hartree
SMILES ... C[C@H]1C(=O)[C@@]2(O)CC[C@]1([SiH3])C2
LUMO energy ... 0.711 eV
Energy above the lowest of the compared OMol25 structures with the same formula, charge and spin ... 179.32 kJ/mol

Each line ends with the Löwdin charge.
CARTESIAN COORDINATES (ANGSTROEM)
Si (-1.13589, 1.10437, -2.16726)  0.72
O (0.10362, -2.33811, 1.68808)  0.13
O (-0.55875, 0.03376, 3.04269)  0.04
C (-0.08845, -1.32476, 1.06272)  -0.32
C (-0.36770, 0.52404, -0.53165)  -0.51
C (-1.19513, 0.75052, 0.73098)  -0.10
C (-0.22718, 0.05022, 1.69143)  -0.46
C (0.93610, -1.76448, -1.22144)  -0.05
C (-0.20236, -1.15072, -0.42794)  -0.22
C (0.97968, 1.12457, -0.12491)  -0.18
C (1.12899, 0.73522, 1.35461)  -0.06
H (1.25018, 1.59946, 2.00715)  0.13
H (-1.15477, -1.57199, -0.75977)  0.15
H (1.90116, -1.51251, -0.78739)  0.08
H (-2.58946, 1.13663, -2.00602)  -0.07
H (-1.31850, 1.80255, 0.98211)  0.14
H (-0.34835, -0.85347, 3.37690)  0.10
H (-0.60579, 2.43677, -2.46420)  -0.07
H (0.91054, -1.41417, -2.25107)  0.07
H (-0.80082, 0.18234, -3.25314)  -0.07
H (1.80140, 0.76049, -0.73982)  0.11
H (0.94684, 2.21141, -0.23096)  0.11
H (1.96494, 0.05568, 1.53180)  0.13
H (-2.17357, 0.27130, 0.71671)  0.13
H (0.84328, -2.84912, -1.21957)  0.09

---

No. 4
ORCA calculation (ωB97M-V/def2-TZVPD) on 11 unconnected molecules or ions with the total composition C51H84O15S5 at a distorted geometry.

Electronic energy ... -5112.9396 hartree
SMILES ... CCOS(C)(=O)=O.CCOS(C)(=O)=O.CCOS(C)(=O)=O.CCOS(C)(=O)=O.CCOS(C)(=O)=O.c1ccccc1.c1ccccc1.c1ccccc1.c1ccccc1.c1ccccc1.CCCCCC
LUMO energy ... 0.067 eV
Energy above the lowest of the compared OMol25 structures with the same formula, charge and spin ... 235.34 kJ/mol

Each line ends with the Löwdin charge.
CARTESIAN COORDINATES (ANGSTROEM)
S (8.36661, 1.64402, -0.02945)  0.72
S (1.50402, 8.09871, 2.65547)  0.77
S (1.28950, -11.81731, -0.05474)  0.69
S (6.60656, -5.02643, -5.94403)  0.69
S (-1.14062, -0.48985, 0.01855)  0.68
O (-0.50200, 0.55162, 0.87178)  -0.31
O (0.83731, -13.43192, -0.30245)  -0.26
O (0.25339, 7.39155, 3.08598)  -0.34
O (-2.03049, -1.58115, 0.89492)  -0.28
O (-0.26001, -1.21600, -0.88388)  -0.32
O (0.31478, -10.97593, -0.79792)  -0.31
O (1.93088, 9.52353, 2.89223)  -0.33
O (8.17009, 2.74729, -0.98754)  -0.30
O (8.77238, 0.35479, -0.57914)  -0.32
O (5.69076, -6.11509, -6.29930)  -0.30
O (2.78696, 7.15532, 3.27262)  -0.30
O (6.60679, -3.81143, -6.76315)  -0.31
O (2.67475, -11.77277, -0.37674)  -0.28
O (8.14006, -5.65160, -5.67932)  -0.28
O (9.41157, 2.04626, 1.22342)  -0.25
C (6.21837, -4.60256, -4.18620)  -0.10
C (1.11962, -11.73520, 1.77602)  -0.10
C (5.85618, -2.48562, 5.92993)  -0.12
C (4.00730, 5.86789, 4.78854)  -0.08
C (-4.91564, 1.15743, 9.49038)  -0.13
C (-5.57793, 1.08275, 8.30916)  -0.11
C (-1.38277, -3.93664, 0.30109)  -0.07
C (-5.23245, -5.13267, -6.24007)  -0.10
C (-2.70008, -6.11143, -5.63342)  -0.10
C (-10.02138, 0.33214, 0.83927)  -0.09
C (-3.59098, 1.49657, 9.56659)  -0.08
C (1.29293, 2.41727, -6.11760)  -0.09
C (-5.79882, 10.32292, -0.44841)  -0.24
C (6.74039, 1.34828, 0.95754)  -0.09
C (-9.88283, 0.19585, -0.56496)  -0.08
C (-0.52022, -13.68082, -0.18519)  -0.33
C (-4.37493, 12.41207, -0.10936)  -0.28
C (4.79342, -3.48986, 4.04382)  -0.10
C (-9.63697, -1.05356, -1.09711)  -0.11
C (-0.73986, -15.00076, 0.57285)  -0.07
C (-4.15867, 13.85466, -0.57164)  -0.11
C (9.49875, 1.11916, 2.25627)  -0.35
C (5.95021, -3.33226, 4.85304)  -0.08
C (0.45873, 4.68376, -5.91488)  -0.11
C (-2.85352, -4.98284, -6.46818)  -0.09
C (-2.48118, -2.84911, 0.33995)  -0.24
C (0.04816, 2.02735, -6.63396)  -0.09
C (-7.49841, 8.40987, -0.58905)  -0.12
C (-4.91866, 1.41141, 7.10908)  -0.07
C (9.26297, -4.75802, -5.54293)  -0.29
C (3.73983, -2.66268, 4.21185)  -0.11
C (3.72827, -1.72135, 5.26076)  -0.09
C (10.35307, -5.22398, -6.49084)  -0.06
C (-3.80611, -6.77271, -5.16379)  -0.10
C (-2.86768, 1.77393, 8.35780)  -0.08
C (2.83568, 6.78536, 4.64158)  -0.30
C (-9.79260, -0.75002, 1.59884)  -0.13
C (-0.98419, 2.98052, -6.87380)  -0.08
C (10.80947, 1.27909, 3.02166)  -0.06
C (1.49572, 3.75875, -5.73008)  -0.09
C (4.78050, -1.63156, 6.13621)  -0.10
C (1.73847, 7.59862, 0.89805)  -0.12
C (-0.76155, 4.32881, -6.46865)  -0.10
C (-5.53384, 11.77502, -0.85615)  -0.25
C (-9.42038, -1.97132, 1.07468)  -0.10
C (-4.11728, -4.42964, -6.69799)  -0.09
C (-9.37006, -2.17346, -0.30235)  -0.08
C (-3.55525, 1.71902, 7.17206)  -0.11
C (-6.91941, 9.68861, -1.25780)  -0.25
C (-5.08246, -6.26124, -5.44873)  -0.10
C (-2.43348, 0.22942, -1.03786)  -0.11
H (0.71645, 5.70286, -5.66709)  0.09
H (1.52830, -10.79499, 2.14625)  0.07
H (-1.82458, -15.06762, 0.65664)  0.07
H (10.71811, 2.04304, 3.79376)  0.07
H (9.41364, 0.07868, 1.94280)  0.11
H (6.51189, 2.29039, 1.45585)  0.06
H (-6.82061, 7.61594, -0.27543)  0.07
H (-2.01237, 0.85889, -1.82177)  0.08
H (5.14990, -4.78463, -4.07080)  0.06
H (2.65906, 8.04622, 0.52353)  0.07
H (-0.58368, -3.62428, -0.37121)  0.06
H (4.83482, -4.01458, 3.10077)  0.10
H (1.94263, 6.20808, 4.88092)  0.12
H (6.54324, -3.56652, -4.09034)  0.06
H (-2.88767, -2.70077, -0.66048)  0.10
H (-1.53822, 5.03408, -6.72512)  0.09
H (9.56828, -4.56840, -4.51389)  0.12
H (-6.05581, 10.19298, 0.60286)  0.11
H (-5.44102, 0.84567, 10.38099)  0.10
H (-9.20510, -2.78706, 1.74893)  0.10
H (4.88311, -0.87091, 6.89600)  0.10
H (-4.57672, 12.28299, 0.95399)  0.11
H (2.44831, 4.07756, -5.33341)  0.10
H (-5.51995, 1.33741, 6.21500)  0.10
H (0.05548, -11.72294, 2.01173)  0.06
H (-0.98534, -4.06648, 1.30772)  0.08
H (8.97357, -3.75761, -5.86469)  0.10
H (-9.91465, 1.05078, -1.22412)  0.10
H (-3.32989, -3.15507, 0.95165)  0.12
H (-9.61444, -1.26867, -2.15523)  0.10
H (-0.29382, -15.13038, 1.55893)  0.08
H (11.32172, -4.82061, -6.19572)  0.08
H (-6.22306, -4.78490, -6.49333)  0.10
H (10.27295, -4.89515, -7.52697)  0.08
H (-5.96023, -6.75818, -5.06281)  0.10
H (-4.18706, -3.48547, -7.21769)  0.10
H (6.74457, 0.47673, 1.61213)  0.06
H (-1.82136, 2.03681, 8.40787)  0.10
H (-3.89463, 13.95073, -1.62480)  0.07
H (-1.15462, -13.00272, 0.38562)  0.11
H (3.74145, 4.88207, 4.40699)  0.08
H (-3.41293, 14.35609, 0.04524)  0.07
H (0.89592, 7.86538, 0.26004)  0.07
H (10.35081, -6.29548, -6.29084)  0.08
H (-0.08741, 1.03821, -7.04581)  0.09
H (2.11971, 1.72380, -6.07362)  0.10
H (-6.50206, 9.30895, -2.19042)  0.10
H (5.95547, 1.14046, 0.23036)  0.06
H (4.36391, 5.82415, 5.81762)  0.08
H (6.67338, -2.43905, 6.63450)  0.10
H (-0.86219, -13.71384, -1.21963)  0.13
H (6.81698, -5.22275, -3.51902)  0.06
H (-1.68635, -6.37469, -5.36993)  0.10
H (11.10614, 0.40133, 3.59579)  0.08
H (-6.40665, 12.38766, -0.63040)  0.11
H (-1.96028, -4.60256, -6.94137)  0.10
H (-5.37099, 11.78773, -1.93385)  0.12
H (-3.06107, -0.55017, -1.46971)  0.06
H (-3.76568, -7.55180, -4.41694)  0.10
H (-3.02132, 0.84542, -0.35735)  0.07
H (2.91430, 7.69327, 5.23959)  0.12
H (-4.82857, 9.82699, -0.47593)  0.11
H (-7.66436, 10.44135, -1.51576)  0.11
H (-3.01637, 2.01763, 6.28502)  0.10
H (1.72008, 6.51314, 0.80070)  0.07
H (8.65754, 1.19466, 2.94529)  0.11
H (-9.76824, -0.68145, 2.67639)  0.10
H (4.89376, 6.13032, 4.21112)  0.08
H (-6.60736, 0.75615, 8.30888)  0.10
H (2.85258, -2.67888, 3.59629)  0.10
H (-3.12052, 1.74704, 10.50591)  0.10
H (-5.09015, 14.39966, -0.41861)  0.07
H (-0.51405, -15.92696, 0.04441)  0.07
H (6.86486, -3.88768, 4.70706)  0.10
H (-1.75090, -4.88990, -0.07821)  0.08
H (-8.20637, 7.83997, -1.19081)  0.06
H (1.58766, -12.63670, 2.17141)  0.07
H (-3.53409, 11.72246, -0.18369)  0.10
H (-10.24539, 1.28972, 1.28566)  0.10
H (-9.12544, -3.09748, -0.80508)  0.10
H (11.60596, 1.60421, 2.35234)  0.08
H (-8.12264, 8.67715, 0.26359)  0.06
H (2.89205, -1.04009, 5.31578)  0.10
H (-1.94473, 2.74201, -7.30610)  0.09